Model P:
Computed, not measured: C7H12N2O in the gas phase, with ωB97M-V/def2-TZVPD.

```
22
Properties=species:S:1:pos:R:3:lowdin_charge:R:1
C 1.790 -0.229 -1.551 -0.0716
C 1.069 -1.519 -1.135 -0.4038
C 1.435 -2.028 0.259 -0.0685
C -0.731 -0.064 -0.455 -0.3994
C -1.161 0.169 0.910 0.0291
C -1.440 1.461 0.945 -0.3651
C -1.896 2.426 2.014 -0.0042
H 1.448 0.164 -2.487 0.0700
H 2.817 -0.421 -1.658 0.0550
H 1.618 0.569 -0.789 0.0919
H 1.220 -2.290 -1.961 0.1524
H 1.228 -1.184 0.909 0.0537
H 2.459 -2.333 0.609 0.0923
H 0.741 -2.837 0.541 0.0815
H -0.752 -1.017 -2.009 0.1003
H -1.088 -0.572 1.773 0.1442
H -1.235 3.288 1.954 0.0800
H -2.964 2.770 1.735 0.1146
H -1.953 1.864 2.969 0.0890
N -0.385 -1.228 -1.119 0.0361
N -0.924 1.005 -1.180 0.1316
O -1.297 2.007 -0.276 -0.0091
```

Multiplicity ... 1
SMILES ... Cc1cc(NC(C)C)no1
Net charge ... 0
Highest occupied orbital energy ... -9.2 eV
Gap between HOMO and LUMO ... 10.11 eV



Model Q:
Computed, not measured: a molecular structure, C7H12N2O, with ωB97M-V/def2-TZVPD.

```
22
Properties=species:S:1:pos:R:3:lowdin_charge:R:1
C -0.421 0.996 -0.468 -0.1023
C 0.039 -0.108 0.119 -0.0807
C -1.855 1.250 -0.673 -0.1753
C -0.732 -1.232 0.691 -0.1542
C -2.683 0.191 0.167 -0.2179
C -2.156 -1.144 -0.091 -0.2115
C 4.037 0.014 0.238 0.0152
N 1.828 -0.025 0.673 0.1680
N 2.612 0.142 -0.257 -0.4969
O 2.529 0.338 -1.448 -0.0142
H 0.232 1.865 -0.641 0.1180
H -2.217 2.221 -0.347 0.1093
H -2.048 1.051 -1.721 0.1119
H -0.323 -2.233 0.740 0.1069
H -0.973 -0.981 1.679 0.0824
H -2.561 0.469 1.278 0.1455
H -3.743 0.075 -0.051 0.1038
H -1.790 -1.514 -1.048 0.1151
H -2.849 -1.961 0.264 0.1228
H 4.399 1.181 0.056 0.1494
H 4.144 -0.017 1.285 0.0543
H 4.530 -0.577 -0.444 0.0503
```

Multiplicity ... 1
Net charge ... 0
Highest occupied orbital energy ... -9.1 eV
Gap between HOMO and LUMO ... 10.19 eV



Model R:
Computed, not measured: C7H12N2O in the gas phase, with ωB97M-V/def2-TZVPD.

```
22
Properties=species:S:1:pos:R:3:lowdin_charge:R:1
C -1.354 -0.403 0.937 -0.0261
C 1.323 -1.913 -0.603 -0.0644
C 2.662 -1.242 0.378 -0.3871
C 0.210 0.227 -0.567 -0.0225
C -0.897 0.774 0.088 -0.5405
C -0.737 2.050 0.884 -0.0123
C -1.988 0.939 -0.988 -0.0169
N -0.598 -1.398 0.738 0.1642
N 0.250 -1.069 -0.279 -0.1397
O 2.532 -1.623 1.626 -0.2123
H -2.019 -0.515 1.791 0.1435
H 1.615 -1.939 -1.665 0.1111
H 1.031 -2.946 -0.216 0.1328
H 3.675 -1.337 -0.080 0.0880
H 2.336 -0.185 0.199 0.0690
H 0.669 0.635 -1.375 0.1291
H -0.536 2.771 0.106 0.0815
H 0.031 2.052 1.789 0.1471
H -1.692 2.224 1.313 0.0684
H -2.987 1.205 -0.783 0.0747
H -1.883 -0.011 -1.564 0.1086
H -1.643 1.704 -1.729 0.1038
```

Multiplicity ... 1
Net charge ... 0
Highest occupied orbital energy (spin up / spin down) ... -7.5 / -7.0 eV
Gap between HOMO and LUMO (spin up / spin down) ... 6.85 / 6.22 eV



Most stable structure, least stable structure: model P, model Q.



Model P:
Computed, not measured: C7H12N2O in the gas phase, with ωB97M-V/def2-TZVPD.

```
22
Properties=species:S:1:pos:R:3:lowdin_charge:R:1
C -0.059 1.347 -0.295 -0.3046
C -0.323 -2.490 0.147 -0.0888
C -0.940 0.059 -0.073 -0.2566
C -0.177 -1.122 -0.194 -0.2313
C -0.752 2.636 -0.526 -0.0499
C -1.600 -0.020 1.341 -0.0113
C 2.779 -0.465 -0.575 -0.0973
N 1.177 1.234 -0.046 0.0232
N 1.681 0.056 0.291 -0.0618
O -0.049 -2.097 -1.208 0.0219
H 0.480 -3.044 0.661 0.1264
H -1.221 -2.990 0.269 0.0928
H -1.698 0.127 -0.907 0.1652
H -1.786 2.455 -0.969 0.0966
H -0.221 3.442 -1.082 0.0919
H -1.063 3.082 0.400 0.0632
H -2.339 -0.836 1.311 0.0890
H -2.105 0.792 1.669 0.0352
H -0.833 -0.345 2.037 0.0952
H 2.894 -1.467 -0.318 0.0373
H 2.423 -0.365 -1.628 0.0884
H 3.730 0.012 -0.305 0.0753
```

Multiplicity ... 1
Net charge ... 0
Highest occupied orbital energy (spin up / spin down) ... -7.7 / -7.7 eV
Gap between HOMO and LUMO (spin up / spin down) ... 8.51 / 8.51 eV



Model Q:
Computed, not measured: C7H12N2O in the gas phase, with ωB97M-V/def2-TZVPD.

```
22
Properties=species:S:1:pos:R:3:lowdin_charge:R:1
C -1.629 1.025 0.989 -0.0267
C 2.044 -0.577 0.516 -0.0635
C -0.976 -0.473 -0.993 -0.2316
C 0.290 -0.472 -1.541 -0.2575
C -0.761 -0.089 0.415 -0.4139
C 0.919 0.244 -0.087 -0.3561
N -0.723 -1.181 1.345 0.0837
C 1.118 1.612 -0.144 0.0666
O -2.170 -0.605 -1.635 0.0935
N 0.972 -0.754 -2.570 0.1477
H -2.818 -1.000 -1.035 0.1179
H -0.253 -1.999 0.977 0.0823
H -0.326 -0.924 2.244 0.0914
H 0.421 -0.688 -3.426 0.0570
H -1.639 1.901 0.341 0.0765
H -1.286 1.331 1.979 0.0853
H -2.656 0.664 1.087 0.0824
H 2.321 -0.223 1.512 0.0794
H 1.809 -1.639 0.569 0.0679
H 2.920 -0.496 -0.132 0.0861
H 0.351 2.278 -0.516 0.0635
H 2.073 2.064 0.105 0.0679
```

Multiplicity ... 1
Net charge ... 0
Highest occupied orbital energy (spin up / spin down) ... -7.1 / -7.9 eV
Gap between HOMO and LUMO (spin up / spin down) ... 6.42 / 8.05 eV



Most stable structure, least stable structure: model Q, model P.



Model P:
Computed, not measured: 2 unconnected molecules or ions with the total composition C6H11FO, with ωB97M-V/def2-TZVPD.

```
19
Properties=species:S:1:pos:R:3:lowdin_charge:R:1
C 2.317 -0.979 -1.243 0.0313
C 1.845 -0.714 -0.048 -0.1866
C -0.839 0.898 1.759 -0.0853
C -2.582 -0.195 0.336 -0.0392
C 2.934 0.244 1.717 -0.0132
C -1.208 0.664 0.311 -0.3883
O 2.122 -0.672 1.190 -0.0520
F -1.395 1.867 -0.428 -0.0618
H 3.171 -1.678 -1.385 0.0794
H 1.823 -0.694 -2.085 0.0139
H 0.051 1.479 1.842 0.0513
H -0.543 -0.073 2.263 0.1099
H -1.550 1.466 2.324 0.0719
H -3.289 0.488 -0.200 0.0769
H -2.985 -0.148 1.396 0.0787
H -2.381 -1.173 -0.117 0.0666
H 2.804 0.398 2.802 0.0725
H -0.446 0.000 -0.195 0.1053
H 3.321 1.142 1.277 0.0688
```

Multiplicity ... 1
Net charge ... 0
Highest occupied orbital energy (spin up / spin down) ... -8.1 / -8.4 eV
Gap between HOMO and LUMO (spin up / spin down) ... 8.31 / 8.66 eV



Model Q:
Computed, not measured: C6H11FO in the gas phase, with ωB97M-V/def2-TZVPD.

```
19
Properties=species:S:1:pos:R:3:lowdin_charge:R:1
C -0.117 1.698 0.182 -0.0394
C -0.201 0.208 0.441 -0.2694
C 1.035 -0.422 1.047 -0.1538
C 1.959 -1.018 -0.028 -0.2297
C -1.212 -0.617 0.068 -0.0596
C -2.392 -0.165 -0.620 -0.2227
H -0.906 2.095 -0.468 0.0670
H 0.774 2.024 -0.307 0.0682
H -0.259 2.106 1.188 0.0961
H 1.608 0.325 1.624 0.1255
H 0.752 -1.208 1.694 0.0992
H 1.473 -1.843 -0.519 0.1053
H 2.894 -1.346 0.482 0.1278
H 1.765 0.240 -1.615 0.0706
H -1.064 -1.658 0.287 0.1168
H -2.443 -0.633 -1.617 0.1203
H -2.554 0.932 -0.813 0.1260
O 2.445 -0.107 -1.039 -0.0767
F -3.557 -0.612 0.013 -0.0715
```

Multiplicity ... 1
SMILES ... C/C(=C\CF)CCO
Net charge ... 0
Highest occupied orbital energy ... -9.4 eV
Gap between HOMO and LUMO ... 10.22 eV



Most stable structure, least stable structure: model Q, model P.



Model P:
Computed, not measured: a gas-phase ion, C5H10N (charge +1), with ωB97M-V/def2-TZVPD.

```
16
Properties=species:S:1:pos:R:3:lowdin_spin:R:1
C -0.169 0.860 0.399 0.7447
C 0.786 0.017 0.397 0.8094
C -1.036 2.031 0.351 0.1164
C 2.388 -0.581 0.001 0.0474
C -1.128 -1.254 -0.605 0.0499
N -0.505 -0.660 0.544 0.1012
H -1.890 1.746 -0.405 0.0386
H -0.411 2.770 -0.048 -0.0010
H -1.391 2.092 1.385 0.0422
H 2.853 -1.190 0.785 0.0115
H 2.841 0.394 -0.366 -0.0015
H 2.310 -1.280 -0.781 0.0143
H -0.923 -0.812 -1.548 0.0015
H -0.629 -2.182 -0.545 0.0035
H -2.139 -1.184 -0.555 0.0044
H -0.877 -0.999 1.371 0.0175
```

Multiplicity ... 3
Net charge ... +1
Highest occupied orbital energy (spin up / spin down) ... -10.3 / -16.1 eV
<S²> ... 2.0090
Gap between HOMO and LUMO (spin up / spin down) ... 7.30 / 8.63 eV



Model Q:
Computed, not measured: a gas-phase ion, C5H10N (charge +1), with ωB97M-V/def2-TZVPD.

```
16
Properties=species:S:1:pos:R:3:lowdin_spin:R:1
C 0.374 -0.487 0.043 0.2550
C 1.625 -0.117 -0.193 0.9395
C 3.043 0.067 -0.124 0.1634
C -1.978 -0.947 0.062 0.0492
C -1.224 1.308 0.102 0.0334
N -0.906 -0.127 0.228 0.3272
H 0.507 -1.592 0.060 0.0549
H 3.138 1.135 -0.587 0.0478
H 3.419 -0.675 -0.698 0.0236
H 3.489 0.098 0.949 0.0265
H -2.664 -0.838 -0.808 0.0205
H -1.548 -2.005 0.060 0.0048
H -2.657 -1.012 0.994 0.0202
H -0.184 1.768 0.012 0.0103
H -1.941 1.521 -0.653 0.0099
H -1.758 1.787 1.005 0.0136
```

Multiplicity ... 3
Net charge ... +1
Highest occupied orbital energy (spin up / spin down) ... -12.8 / -16.1 eV
<S²> ... 2.0291
Gap between HOMO and LUMO (spin up / spin down) ... 9.77 / 9.17 eV



Most stable structure, least stable structure: model Q, model P.